23
Properties=species:S:1:pos:R:3:mulliken_charge:R:1 method="wB97M-V/def2-TZVPD" total_energy_ev=-19799.1190 relative_energy_ev=4.8462 total_charge=+1 e_homo_ev="-11.41 / -11.47" homo_lumo_gap_ha="0.25843 / 0.25194"
C -1.35107 -0.48871 -1.64068 -0.193
C -1.37356 -1.95964 -1.64367 -0.572
C 1.75441 2.15279 0.39667 -1.309
C -1.67218 -0.07137 1.60852 -0.923
C 2.16422 0.74342 0.75598 0.025
C -1.75609 -1.25705 0.77903 -0.035
C 1.71534 -0.30484 -0.18822 -0.528
N -1.60132 -1.12077 -0.49041 0.075
S 0.97001 -0.31468 -1.74455 -0.040
H -1.84929 0.34626 -2.08088 0.411
H -2.14329 -2.52346 -2.15413 0.302
H -0.30383 -2.21565 -1.61133 0.201
H 1.76772 2.83713 1.23974 0.337
H 2.31624 2.58157 -0.43320 0.384
H 0.70456 2.22131 0.03397 0.320
H -2.43662 0.55592 1.18929 0.350
H -1.88116 -0.24868 2.69800 0.325
H -0.77310 0.55631 1.46115 0.157
H 1.56387 0.49080 1.70994 0.202
H 3.22024 0.54800 0.83125 0.342
H -1.90996 -2.17533 1.26742 0.445
H 1.69674 -1.25023 0.23341 0.505
H 1.17812 0.89691 -2.21727 0.220

14
Properties=species:S:1:pos:R:3:mulliken_charge:R:1 method="wB97M-V/def2-TZVPD" total_energy_ev=-14312.9462 relative_energy_ev=1.4923 total_charge=+1 e_homo_ev=-13.57 homo_lumo_gap_ha=0.33821
C 1.14457 -0.63845 0.08096 -0.135
C -0.25318 1.70872 0.33164 -1.129
C -0.39685 0.43594 -0.56957 0.362
N 1.05122 -1.90333 0.26098 -0.247
N -1.49411 -0.35735 -0.39690 -0.452
I 3.02924 0.23767 0.00251 0.277
H -1.18375 1.77023 0.96069 0.319
H 0.61720 1.62103 1.05969 0.331
H -0.14340 2.63778 -0.23383 0.272
H -0.25503 0.30999 -1.65730 0.474
H 1.74731 -2.49425 0.49885 0.209
H 0.04465 -2.31906 0.34225 0.294
H -2.04748 -0.53482 -1.19964 0.200
H -1.86038 -0.47410 0.51968 0.226

42
Properties=species:S:1:pos:R:3:mulliken_charge:R:1 method="wB97M-V/def2-TZVPD" total_energy_ev=-32247.4628 total_charge=+1 e_homo_ev=-10.63 homo_lumo_gap_ha=0.23608
C 0.77257 -2.07303 2.68626 -0.535
C -0.75036 -1.99349 2.64201 -0.651
N -1.01312 -2.16741 1.23483 0.102
C -2.29469 -2.32024 0.59674 -0.621
C -1.95245 -2.43726 -0.89099 -0.473
S -0.17043 -2.78795 -1.09579 -0.152
C 0.15059 -2.42647 0.57251 0.245
N 1.22424 -2.36073 1.30831 -0.289
H 1.19777 -1.12198 3.04342 0.283
H 1.08838 -2.87299 3.37110 0.319
H -1.23519 -2.78445 3.23015 0.262
H -1.13462 -1.02635 2.98425 0.282
H -2.81795 -3.21955 0.95658 0.275
H -2.92412 -1.44757 0.80791 0.290
H -2.52792 -3.21269 -1.40327 0.402
H -2.12784 -1.48169 -1.40003 0.305
C 5.72652 -4.52678 3.48931 -0.740
N 5.60149 -3.14877 3.03121 0.087
C 6.45258 -2.14764 3.66226 -0.886
C 4.66729 -2.81069 2.15187 -0.277
C 4.42503 -1.49245 1.72333 -0.266
C 3.91559 -1.22409 0.47038 -0.115
C 3.75974 0.09779 -0.07205 0.747
C 3.70485 0.30704 -1.47698 -0.363
C 3.57325 1.58484 -2.00707 -0.596
C 3.47133 2.69495 -1.15281 -0.343
C 3.52181 2.51203 0.23698 -0.715
C 3.67369 1.23565 0.77279 -0.302
H 6.59392 -4.58924 4.15361 0.244
H 4.81941 -4.83459 4.03041 0.335
H 5.86370 -5.20001 2.63364 0.331
H 7.16871 -2.67913 4.29481 0.299
H 7.00343 -1.56024 2.91678 0.349
H 5.86787 -1.45866 4.28697 0.342
H 4.08536 -3.62114 1.70051 0.481
H 4.70333 -0.67370 2.39415 0.265
H 3.68857 -2.06844 -0.18360 0.309
H 3.78281 -0.56427 -2.13095 0.367
H 3.55026 1.72642 -3.08867 0.383
H 3.35520 3.69475 -1.56791 0.387
H 3.43998 3.37112 0.90410 0.378
H 3.70448 1.09293 1.85518 0.257

7
Properties=species:S:1:pos:R:3:mulliken_charge:R:1 method="wB97M-V/def2-TZVPD" smiles="N#CC(=O)C=O" total_energy_ev=-8710.2864 relative_energy_ev=0.0586 e_homo_ev=-11.23 homo_lumo_gap_ha=0.34434
O -1.15577 -1.54761 -0.11379 -0.400
C -1.12158 -0.35882 0.04337 0.040
C 0.14826 0.49105 -0.05376 0.524
O 0.03569 1.68078 -0.20895 -0.401
C 1.48926 -0.11440 0.02145 0.195
N 2.60320 -0.41903 0.09203 -0.301
H -2.00429 0.28254 0.22722 0.342

Per-record largest force on an atom, eV/A: 3.42, 5.92, 1.82, 1.22